# 1
Density functional theory data (wB97M-V/def2-TZVPD) for a 2-piece molecular cluster, C5H11NO overall.

Cartesian coordinates (Å):
O: 1.90 1.33 0.31
N: 0.68 -0.46 1.10
C: -1.90 1.19 0.19
C: -1.79 -0.02 -0.74
C: 2.57 -0.84 -0.43
C: -0.02 0.23 2.00
C: 1.74 0.15 0.34
H: -0.79 -0.10 -1.19
H: -1.86 2.12 -0.37
H: 2.12 -1.02 -1.42
H: 0.47 -1.42 0.82
H: 3.56 -0.42 -0.58
H: 2.66 -1.80 0.08
H: -0.85 -0.43 2.31
H: -2.51 0.07 -1.56
H: -2.83 1.16 0.77
H: -2.00 -0.96 -0.23
H: -1.07 1.27 0.92

## Properties
M: 101.1 g/mol
E: -327.00948 hartree
E_HOMO: -0.3181 Eh
Charge: 0
Kohn-Sham gap: 9.13 eV
E_LUMO: 0.479 eV

Population analysis type natural (NBO), resulting atomic charges in e: atom 1 (O): -0.505, atom 2 (N): -0.653, atom 3 (C): -0.605, atom 4 (C): -0.612, atom 5 (C): -0.731, atom 6 (C): -0.033, atom 7 (C): 0.693, atom 8 (H): 0.193, atom 9 (H): 0.212, atom 10 (H): 0.244, atom 11 (H): 0.375, atom 12 (H): 0.253, atom 13 (H): 0.222, atom 14 (H): 0.112, atom 15 (H): 0.214, atom 16 (H): 0.203, atom 17 (H): 0.194, atom 18 (H): 0.224

=====

# 2
Density functional theory data (wB97M-V/def2-TZVPD) for a single C5H11NO molecule.

Cartesian coordinates (Å):
O: 0.63 -0.37 0.65
N: -1.19 -0.73 -0.67
C: 0.95 1.22 -1.24
C: 0.68 1.02 0.25
C: -0.54 1.81 0.71
C: -0.16 -2.61 0.60
C: -0.31 -1.17 0.13
H: 1.55 1.38 0.81
H: 1.37 2.22 -1.39
H: 0.04 1.13 -1.84
H: -0.89 -3.23 0.07
H: -0.78 1.58 1.75
H: -0.34 -2.71 1.67
H: -0.33 2.88 0.62
H: 1.69 0.50 -1.61
H: -1.80 -1.49 -0.97
H: -1.41 1.57 0.09
H: 0.84 -2.98 0.38

## Properties
M: 101.1 g/mol
E: -327.10422 hartree
E_HOMO: -0.3623 Eh
Charge: 0
Structure (SMILES): [H]/N=C(\C)OC(C)C
Kohn-Sham gap: 10.88 eV
E_LUMO: 1.015 eV

Population analysis type natural (NBO), resulting atomic charges in e: atom 1 (O): -0.510, atom 2 (N): -0.745, atom 3 (C): -0.641, atom 4 (C): 0.103, atom 5 (C): -0.642, atom 6 (C): -0.686, atom 7 (C): 0.586, atom 8 (H): 0.187, atom 9 (H): 0.211, atom 10 (H): 0.233, atom 11 (H): 0.216, atom 12 (H): 0.213, atom 13 (H): 0.234, atom 14 (H): 0.210, atom 15 (H): 0.215, atom 16 (H): 0.346, atom 17 (H): 0.237, atom 18 (H): 0.233

=====

# 3
Density functional theory data (wB97M-V/def2-TZVPD) for a 2-piece molecular cluster, C5H11NO overall at a distorted geometry.

Cartesian coordinates (Å):
O: 0.26 -1.32 -3.08
N: -0.19 1.15 -0.93
C: -0.28 -0.06 -0.18
C: 0.39 -0.59 0.92
C: 0.53 2.41 -0.57
C: -0.51 -1.73 2.94
C: -0.08 -1.70 1.67
H: 1.26 -0.01 1.23
H: 0.96 -0.80 -2.62
H: -0.34 -0.93 3.64
H: -1.02 1.47 -1.43
H: 1.41 2.52 -1.22
H: -0.15 3.26 -0.67
H: -0.30 -0.63 -3.47
H: -0.98 -0.70 -0.85
H: 0.71 2.55 0.44
H: -1.35 -2.43 3.23
H: -0.33 -2.46 0.95

## Properties
M: 101.1 g/mol
E: -326.99836 hartree
E_HOMO: -0.2815 Eh
Charge: 0
Structure (SMILES): C=C/C=C/NC.O
Kohn-Sham gap: 8.34 eV
E_LUMO: 0.677 eV

Population analysis type natural (NBO), resulting atomic charges in e: atom 1 (O): -0.938, atom 2 (N): -0.639, atom 3 (C): 0.037, atom 4 (C): -0.364, atom 5 (C): -0.425, atom 6 (C): -0.397, atom 7 (C): -0.201, atom 8 (H): 0.204, atom 9 (H): 0.477, atom 10 (H): 0.190, atom 11 (H): 0.386, atom 12 (H): 0.197, atom 13 (H): 0.198, atom 14 (H): 0.464, atom 15 (H): 0.205, atom 16 (H): 0.202, atom 17 (H): 0.204, atom 18 (H): 0.200

=====

# 4
Density functional theory data (wB97M-V/def2-TZVPD) for a single C5H11NO molecule.

Cartesian coordinates (Å):
O: 0.29 -1.56 -2.14
N: 0.41 -0.83 0.05
C: 1.08 1.49 0.67
C: 0.40 0.59 -0.37
C: -0.56 -1.30 1.05
C: 0.46 -1.77 -0.96
C: -1.00 1.08 -0.72
H: -1.64 1.10 0.17
H: -0.97 2.09 -1.13
H: 0.99 2.55 0.37
H: -0.58 -2.40 1.03
H: -1.57 -0.99 0.79
H: -0.32 -0.99 2.07
H: 1.00 0.63 -1.29
H: 2.14 1.27 0.77
H: 0.70 -2.77 -0.56
H: -1.45 0.41 -1.46
H: 0.61 1.39 1.65

## Properties
M: 101.1 g/mol
E: -327.09970 hartree
E_HOMO: -0.3467 Eh
Charge: 0
Structure (SMILES): CC(C)N(C)C=O
Kohn-Sham gap: 10.38 eV
E_LUMO: 0.948 eV

Population analysis type natural (NBO), resulting atomic charges in e: atom 1 (O): -0.583, atom 2 (N): -0.465, atom 3 (C): -0.612, atom 4 (C): -0.050, atom 5 (C): -0.419, atom 6 (C): 0.548, atom 7 (C): -0.631, atom 8 (H): 0.198, atom 9 (H): 0.218, atom 10 (H): 0.214, atom 11 (H): 0.211, atom 12 (H): 0.192, atom 13 (H): 0.203, atom 14 (H): 0.220, atom 15 (H): 0.217, atom 16 (H): 0.108, atom 17 (H): 0.229, atom 18 (H): 0.202

=====

# 5
Density functional theory data (wB97M-V/def2-TZVPD) for a single C5H11NO molecule.

Cartesian coordinates (Å):
O: 0.83 -0.78 -2.44
N: 0.17 0.58 -0.57
C: 0.00 -0.65 -1.32
C: -0.17 0.10 1.93
C: 0.43 -1.46 -0.06
C: -0.83 1.62 -0.55
C: 0.62 -0.11 0.66
H: -1.24 1.74 -1.55
H: -1.01 -0.81 -1.71
H: 1.31 -2.10 -0.17
H: -0.38 2.58 -0.26
H: 1.73 -0.66 -2.13
H: -0.16 1.16 2.23
H: 1.68 0.13 0.86
H: -1.22 -0.22 1.82
H: -0.38 -2.06 0.38
H: 0.28 -0.48 2.74
H: -1.67 1.43 0.14

## Properties
M: 101.1 g/mol
E: -327.06826 hartree
E_HOMO: -0.3129 Eh
Charge: 0
Structure (SMILES): C[C@H]1C[C@H](O)N1C
Kohn-Sham gap: 9.59 eV
E_LUMO: 1.078 eV

Population analysis type natural (NBO), resulting atomic charges in e: atom 1 (O): -0.705, atom 2 (N): -0.459, atom 3 (C): 0.255, atom 4 (C): -0.630, atom 5 (C): -0.449, atom 6 (C): -0.414, atom 7 (C): -0.033, atom 8 (H): 0.211, atom 9 (H): 0.159, atom 10 (H): 0.210, atom 11 (H): 0.198, atom 12 (H): 0.462, atom 13 (H): 0.214, atom 14 (H): 0.177, atom 15 (H): 0.203, atom 16 (H): 0.212, atom 17 (H): 0.220, atom 18 (H): 0.170

=====

# 6
Density functional theory data (wB97M-V/def2-TZVPD) for a single C5H11NO molecule at a distorted geometry.

Cartesian coordinates (Å):
O: 1.17 -0.15 -2.08
N: 0.14 -0.24 0.96
C: -0.49 -0.42 -0.34
C: 0.84 1.01 1.20
C: 0.69 -0.85 -1.23
C: -0.82 -0.50 2.00
C: -1.23 0.79 -0.93
H: 1.82 0.96 0.71
H: -1.78 -0.01 1.97
H: 0.41 1.88 0.73
H: -0.90 1.77 -0.64
H: -1.18 0.74 -2.02
H: -1.15 -1.55 2.04
H: -1.18 -1.24 -0.40
H: 1.05 -1.86 -0.99
H: -2.31 0.61 -0.92
H: 0.99 1.12 2.27
H: -0.44 -0.43 3.02

## Properties
M: 101.1 g/mol
E: -327.04890 hartree
E_HOMO: -0.3232 Eh
Charge: 0
Structure (SMILES): C[C@@H](C=O)N(C)C
Kohn-Sham gap: 9.73 eV
E_LUMO: 0.941 eV

Population analysis type natural (NBO), resulting atomic charges in e: atom 1 (O): -0.524, atom 2 (N): -0.442, atom 3 (C): -0.153, atom 4 (C): -0.415, atom 5 (C): 0.452, atom 6 (C): -0.419, atom 7 (C): -0.658, atom 8 (H): 0.201, atom 9 (H): 0.174, atom 10 (H): 0.178, atom 11 (H): 0.219, atom 12 (H): 0.235, atom 13 (H): 0.195, atom 14 (H): 0.216, atom 15 (H): 0.111, atom 16 (H): 0.217, atom 17 (H): 0.210, atom 18 (H): 0.203

=====

# 7
Density functional theory data (wB97M-V/def2-TZVPD) for a single C5H11NO molecule.

Cartesian coordinates (Å):
O: -1.91 0.68 0.58
N: 0.36 0.32 0.77
C: -2.30 -0.16 -0.81
C: 1.66 0.32 -1.39
C: 1.49 -0.54 1.08
C: -0.91 -0.10 1.27
C: 0.96 -0.46 -0.30
H: -1.48 1.53 0.38
H: -3.38 0.08 -0.79
H: 2.39 -0.30 -1.91
H: -1.19 -1.13 1.04
H: -1.87 0.56 -1.54
H: -0.99 0.12 2.34
H: 2.40 -0.01 1.36
H: 2.17 1.18 -0.96
H: 0.38 -1.32 -0.64
H: 1.29 -1.44 1.65
H: 0.93 0.68 -2.12

## Properties
M: 101.1 g/mol
E: -326.91623 hartree
E_HOMO: -0.2752 Eh
Charge: 0
Kohn-Sham gap: 8.40 eV
E_LUMO: 0.905 eV

Population analysis type natural (NBO), resulting atomic charges in e: atom 1 (O): -0.544, atom 2 (N): -0.457, atom 3 (C): -0.566, atom 4 (C): -0.615, atom 5 (C): -0.260, atom 6 (C): 0.091, atom 7 (C): -0.073, atom 8 (H): 0.516, atom 9 (H): 0.133, atom 10 (H): 0.216, atom 11 (H): 0.207, atom 12 (H): 0.111, atom 13 (H): 0.177, atom 14 (H): 0.206, atom 15 (H): 0.213, atom 16 (H): 0.227, atom 17 (H): 0.198, atom 18 (H): 0.220

=====

# 8
Density functional theory data (wB97M-V/def2-TZVPD) for a 4-piece molecular cluster, C5H11NO overall.

Cartesian coordinates (Å):
O: -1.28 -0.24 1.39
N: -0.03 1.19 0.04
C: -2.48 1.05 -0.22
C: 1.24 -1.57 -0.78
C: 1.02 0.88 0.78
C: 1.70 -1.11 0.44
C: -1.24 0.59 0.50
H: 2.75 -0.85 0.53
H: 1.21 -1.48 1.33
H: 1.95 1.40 0.55
H: -3.13 1.56 0.49
H: -2.25 1.72 -1.05
H: 0.11 0.34 -1.25
H: 0.86 0.57 1.81
H: 1.89 -1.62 -1.65
H: -3.03 0.18 -0.59
H: 0.37 -0.41 -1.52
H: 0.36 -2.21 -0.81

## Properties
M: 101.1 g/mol
E: -326.96048 hartree
E_HOMO: -0.3378 Eh
Charge: 0
Kohn-Sham gap: 9.34 eV
E_LUMO: 0.147 eV

Population analysis type natural (NBO), resulting atomic charges in e: atom 1 (O): -0.587, atom 2 (N): -0.596, atom 3 (C): -0.717, atom 4 (C): -0.359, atom 5 (C): -0.071, atom 6 (C): -0.487, atom 7 (C): 0.684, atom 8 (H): 0.216, atom 9 (H): 0.232, atom 10 (H): 0.191, atom 11 (H): 0.242, atom 12 (H): 0.229, atom 13 (H): 0.158, atom 14 (H): 0.213, atom 15 (H): 0.217, atom 16 (H): 0.237, atom 17 (H): -0.022, atom 18 (H): 0.220

=====

# 9
Density functional theory data (wB97M-V/def2-TZVPD) for a single C5H11NO molecule at a distorted geometry.

Cartesian coordinates (Å):
O: -1.81 -2.15 0.15
N: -1.41 0.28 0.10
C: -0.31 1.25 0.34
C: 0.92 0.76 0.99
C: 2.16 0.71 0.07
C: -1.26 -0.98 -0.51
C: 2.16 0.33 -1.25
H: 1.17 0.11 -1.76
H: -0.23 -1.35 -0.76
H: 3.09 1.17 0.52
H: 0.08 1.76 -0.53
H: -1.83 -1.94 1.10
H: 0.59 -0.17 1.42
H: -0.82 2.02 0.99
H: 2.91 0.40 -1.93
H: -1.76 -0.95 -1.52
H: -2.04 0.43 0.91
H: 1.11 1.32 1.84

## Properties
M: 101.1 g/mol
E: -327.00820 hartree
E_HOMO: -0.3201 Eh
Charge: 0
Structure (SMILES): C=CCCNCO
Kohn-Sham gap: 9.61 eV
E_LUMO: 0.896 eV

Population analysis type natural (NBO), resulting atomic charges in e: atom 1 (O): -0.723, atom 2 (N): -0.682, atom 3 (C): -0.199, atom 4 (C): -0.489, atom 5 (C): -0.164, atom 6 (C): 0.090, atom 7 (C): -0.399, atom 8 (H): 0.184, atom 9 (H): 0.165, atom 10 (H): 0.203, atom 11 (H): 0.194, atom 12 (H): 0.460, atom 13 (H): 0.223, atom 14 (H): 0.195, atom 15 (H): 0.195, atom 16 (H): 0.149, atom 17 (H): 0.382, atom 18 (H): 0.217

=====

# 10
Density functional theory data (wB97M-V/def2-TZVPD) for a 2-piece molecular cluster, C5H11NO overall at a distorted geometry.

Cartesian coordinates (Å):
O: -2.36 0.61 -0.69
N: -3.36 -0.29 -0.52
C: 0.87 1.76 0.63
C: -0.74 -1.46 0.51
C: 0.69 0.55 -0.35
C: 1.89 -0.43 -0.53
C: -0.53 -0.35 -0.10
H: 0.80 1.49 1.61
H: 0.55 1.06 -1.41
H: -3.89 -0.36 -1.41
H: 0.10 2.46 0.43
H: -4.09 0.07 0.11
H: -1.49 -2.08 0.73
H: 0.22 -1.85 0.95
H: 2.84 0.00 -0.90
H: 1.93 2.06 0.51
H: 1.53 -1.34 -1.18
H: 2.23 -0.97 0.48

## Properties
M: 101.1 g/mol
E: -326.88296 hartree
E_HOMO (alpha / beta): -0.3011 / -0.2885 Eh
Charge: 0
Kohn-Sham gap (alpha / beta): 8.73 / 8.29 eV
E_LUMO (alpha / beta): 0.532 / 0.443 eV

Population analysis type natural (NBO), resulting atomic charges in e: atom 1 (O): -0.460, atom 2 (N): -0.510, atom 3 (C): -0.588, atom 4 (C): -0.521, atom 5 (C): -0.325, atom 6 (C): -0.613, atom 7 (C): 0.379, atom 8 (H): 0.205, atom 9 (H): 0.238, atom 10 (H): 0.321, atom 11 (H): 0.228, atom 12 (H): 0.319, atom 13 (H): 0.238, atom 14 (H): 0.227, atom 15 (H): 0.225, atom 16 (H): 0.210, atom 17 (H): 0.230, atom 18 (H): 0.197